Record 1
23
Properties=species:S:1:pos:R:3:forces:R:3:nbo_charge:R:1 method="wB97M-V/def2-TZVPD" largest_force_ev_per_a=1.568 smiles="CN=C(O)O.CN(C)C" energy_ev=-12486.6708 orbital_gap_ev=9.303 de_lowest_kj_mol=159.9 e_lumo_ha=0.0260
C 0.1637 -2.0460 0.6112 -0.1 0.7 1.4 0.81
C -1.5074 -1.3447 2.0377 0.0 0.0 0.4 -0.44
C 1.3398 1.4308 -1.7809 0.1 -0.4 0.0 -0.41
C 0.6883 1.5396 0.5269 0.0 -0.4 0.0 -0.42
C -0.9602 1.0634 -1.1576 0.1 -0.4 0.1 -0.42
N -0.0951 -1.5935 1.7759 -0.3 -0.5 -1.3 -0.59
N 0.4383 0.8980 -0.7652 -0.1 0.1 0.0 -0.44
O 1.4157 -2.2824 0.2253 0.9 -0.1 0.1 -0.69
O -0.6919 -2.3501 -0.3630 -0.3 -0.1 -0.3 -0.68
H 1.9817 -1.9705 0.9503 -0.1 -0.1 -0.2 0.51
H -0.1552 -2.5984 -1.1321 -0.2 0.1 0.1 0.50
H -1.6606 -1.2783 3.1189 0.1 0.0 -0.2 0.20
H -1.8188 -0.3874 1.6085 -0.1 -0.1 0.0 0.18
H 2.3780 1.1893 -1.5266 -0.2 0.1 0.1 0.20
H 1.1435 0.9673 -2.7541 -0.1 0.1 0.2 0.20
H 0.0438 1.1235 1.3065 0.0 -0.1 -0.2 0.21
H 0.5140 2.6211 0.4909 0.0 0.2 -0.1 0.16
H 1.7218 1.3679 0.8477 -0.1 0.0 -0.2 0.20
H -1.1254 0.7224 -2.1858 0.2 0.1 0.1 0.20
H -1.6062 0.4469 -0.5251 0.1 0.1 0.0 0.20
H -1.2964 2.1032 -1.0824 0.0 0.2 0.0 0.16
H -2.1606 -2.1388 1.6621 0.0 0.1 -0.1 0.19
H 1.2494 2.5168 -1.8889 0.0 0.2 -0.1 0.16

***

Record 2
80
Properties=species:S:1:pos:R:3:forces:R:3:mulliken_spin:R:1 method="wB97M-V/def2-TZVPD" s2=0.759 largest_force_ev_per_a=3.294 total_charge=+1 energy_ev=-87301.5657 multiplicity=2 orbital_gap_ev="6.615 / 6.609" de_lowest_kj_mol=159.0 e_lumo_ha="-0.1043 / -0.1033"
Mn 0.1563 -0.3491 0.0080 -0.4 0.5 -0.3 0.96
O 1.5426 -1.0233 2.2162 -0.2 0.3 0.4 0.01
C 1.6481 -2.3440 2.7329 0.0 -0.5 0.4 0.00
C 0.3737 -2.7800 3.4552 0.2 0.2 -0.3 0.00
C -0.8694 -2.5096 2.5977 0.2 0.2 0.1 0.00
C -0.8085 -3.2390 1.2883 -0.1 0.1 0.4 0.01
C -1.0921 -4.6013 1.2427 0.0 0.1 -0.2 0.00
C -1.1054 -5.2607 0.0281 0.0 0.3 0.0 0.00
C -0.8149 -4.5271 -1.1141 0.0 0.1 0.1 0.00
C -0.5047 -3.1881 -0.9819 0.0 -0.2 -0.4 0.01
N -0.4933 -2.5396 0.1886 0.5 0.5 -0.4 -0.02
H 1.3023 -0.4409 2.9491 0.0 0.1 -0.1 0.00
H 2.5053 -2.4149 3.4187 -0.1 0.0 -0.2 0.00
H 1.8404 -2.9815 1.8654 0.0 0.0 0.1 0.00
H 0.2860 -2.2470 4.4049 0.0 0.0 0.0 0.00
H 0.4549 -3.8424 3.6840 0.0 -0.1 0.1 0.00
H -0.9513 -1.4323 2.3972 -0.2 -0.3 0.1 0.00
H -1.7549 -2.8312 3.1474 0.0 0.1 -0.1 0.00
H -1.3205 -5.1280 2.1569 -0.1 0.0 0.1 0.00
H -1.3599 -6.3065 -0.0332 0.0 -0.1 0.0 0.00
H -0.8328 -4.9788 -2.0912 0.0 -0.1 -0.1 0.00
H -0.2719 -2.5904 -1.8560 0.0 -0.1 0.1 0.01
C -0.5604 1.3850 -3.2430 0.0 -0.2 0.4 0.00
P 0.4644 0.0610 -2.4854 -0.1 0.3 -0.2 0.00
C 0.3847 -1.1708 -3.8627 -0.1 -0.1 0.5 -0.01
C 2.1552 0.7417 -2.7442 -0.1 -0.1 0.4 -0.01
C 2.5520 1.1970 -3.9979 0.0 0.0 -0.1 0.00
C 3.8139 1.7260 -4.1932 -0.1 0.0 -0.1 0.00
C 4.7015 1.8089 -3.1339 0.0 0.0 0.0 0.00
C 4.3238 1.3494 -1.8885 0.0 0.0 0.0 0.00
C 3.0583 0.8118 -1.6791 -0.4 0.0 0.1 0.00
P 2.6004 0.1340 -0.0365 0.5 -0.2 -0.6 0.01
C 3.6370 1.1645 1.0820 -0.6 0.0 0.1 0.00
C 3.6427 -1.3868 -0.0969 -0.4 0.0 0.1 0.00
H -0.2419 1.6007 -4.2617 0.0 -0.1 0.0 0.00
H -0.4903 2.2894 -2.6427 0.0 0.0 0.0 0.00
H -1.5982 1.0562 -3.2509 -0.1 0.0 0.0 0.00
H 0.6681 -0.7088 -4.8073 0.0 0.0 0.1 0.00
H -0.6381 -1.5422 -3.9470 0.0 0.0 0.0 0.00
H 1.0562 -2.0067 -3.6657 0.0 0.0 0.0 0.00
H 1.8763 1.1404 -4.8382 -0.1 0.0 -0.1 0.00
H 4.1053 2.0733 -5.1713 0.0 0.1 -0.1 0.00
H 5.6846 2.2301 -3.2756 0.1 0.0 0.0 0.00
H 5.0267 1.4105 -1.0729 0.1 0.0 0.1 0.00
H 4.6848 0.8758 1.0207 0.0 0.0 -0.1 0.00
H 3.2999 1.0362 2.1076 0.0 0.0 0.0 0.00
H 3.5217 2.2111 0.8068 0.0 0.0 0.0 0.00
H 4.6308 -1.1422 -0.4848 0.0 0.0 0.0 0.00
H 3.1773 -2.1288 -0.7442 0.0 -0.1 0.0 0.00
H 3.7364 -1.7950 0.9059 0.0 -0.1 0.1 0.00
C 0.0444 3.5848 0.0518 0.1 0.0 0.1 -0.01
C -0.3586 3.4325 1.5212 -0.1 -0.3 -0.1 0.00
C 0.6539 2.5641 2.2671 0.0 0.0 -0.2 0.00
C -1.7699 2.8969 1.6272 0.1 -0.6 -0.3 0.00
C -2.7337 3.6604 2.2568 -0.3 -0.1 0.1 0.00
C -4.0570 3.2553 2.3155 0.0 0.1 -0.1 0.00
C -4.4423 2.1226 1.6211 0.1 0.3 0.3 0.00
C -3.5238 1.3266 0.9644 0.7 -0.1 -0.2 0.00
C -4.0458 0.1594 0.1568 0.3 -0.2 0.1 0.00
C -3.8098 -1.1831 0.8548 -0.1 0.2 -0.1 0.00
C -3.4709 0.1300 -1.2600 0.0 -0.1 0.1 0.01
C -2.1372 1.6464 1.0461 -1.8 1.7 0.9 0.00
O -1.2336 0.8200 0.6180 2.3 -2.1 -1.1 0.01
H 1.0083 4.0828 -0.0368 0.1 0.1 0.0 0.00
H -0.6976 4.1728 -0.4850 0.0 0.0 -0.1 0.00
H 0.1201 2.5965 -0.4134 0.0 0.1 0.0 0.01
H -0.3552 4.4285 1.9760 0.0 -0.1 0.0 0.00
H 0.7769 1.6121 1.7366 0.0 0.2 0.2 0.00
H 0.3121 2.3642 3.2796 0.0 0.0 0.2 0.00
H 1.6151 3.0710 2.3140 0.2 0.0 0.1 0.00
H -2.4422 4.5890 2.7250 0.1 0.1 0.1 0.00
H -4.7855 3.8383 2.8545 -0.1 0.1 0.0 0.00
H -5.4854 1.8450 1.5952 -0.2 0.0 0.0 0.00
H -5.1284 0.3066 0.0685 0.1 0.0 0.0 0.00
H -2.7568 -1.4525 0.7930 0.0 0.0 0.0 0.00
H -4.3985 -1.9615 0.3752 0.0 -0.2 -0.1 0.00
H -4.1023 -1.1289 1.9003 0.0 0.0 0.1 0.00
H -2.4163 -0.1726 -1.2448 -0.2 0.1 0.0 0.00
H -3.5568 1.1146 -1.7143 0.1 0.1 -0.1 0.00
H -4.0237 -0.5852 -1.8674 0.0 -0.1 -0.1 0.00

***

Record 3
7
Properties=species:S:1:pos:R:3:forces:R:3:nbo_charge:R:1 method="wB97M-V/def2-TZVPD" largest_force_ev_per_a=1.579 smiles="C#CCl.N=S" energy_ev=-26949.4151 orbital_gap_ev="7.376 / 7.365" de_lowest_kj_mol=331.6 e_lumo_ha="-0.0437 / -0.0438"
C -1.0963 -0.2914 -1.0241 0.3 -0.2 0.8 -0.24
C 0.0651 -0.5644 -1.1704 1.2 -0.2 -1.0 -0.12
N -0.0589 0.7115 1.2400 -0.7 -0.5 1.1 -0.73
S 0.8309 -0.2959 2.0150 0.1 0.2 0.1 0.36
Cl 1.6932 -0.8527 -1.4469 -1.2 0.1 0.1 0.12
H -1.9001 -0.1062 -0.3462 -0.5 0.1 -0.6 0.26
H 0.4661 1.3991 0.7327 0.7 0.5 -0.5 0.34